[1]
Entry from OMol25: C18H22N2O4S in the gas phase in a non-equilibrium geometry (ωB97M-V/def2-TZVPD).

E: -1507.78280 Eh
HOMO energy: -9.1 eV
LUMO: 0.5 eV
strongest force on any atom: 0.0195 hartree/bohr
SMILES: COc1ccc(S(=O)(=O)NCCC(=O)N[C@@H](C)c2ccccc2)cc1
Kohn-Sham gap: 9.69 eV

Geometry as XYZ:
```
47
Properties=species:S:1:pos:R:3:forces:R:3:lowdin_charge:R:1
C 1.12724 -5.82370 -0.76143 0.174 -0.140 0.064 -0.077
H 1.11815 -6.69245 -1.41736 0.042 0.052 0.076 0.096
O 0.04299 -5.02382 -1.17725 -0.231 0.192 -0.087 -0.074
C -0.19988 -3.86104 -0.53036 -0.093 0.238 0.091 -0.275
C 0.55504 -3.36781 0.53211 -0.011 -0.270 -0.074 -0.014
C 0.21987 -2.15272 1.10523 -0.062 0.118 0.104 -0.058
C -0.86145 -1.44031 0.63265 0.006 0.629 0.260 -0.285
C -1.62835 -1.92257 -0.41374 -0.078 -0.215 -0.139 -0.051
C -1.29669 -3.12530 -0.99680 0.094 -0.109 0.047 0.013
H -1.86772 -3.52816 -1.81785 -0.085 -0.027 -0.098 0.123
H -2.46973 -1.34427 -0.75793 -0.105 0.007 -0.136 0.116
S -1.28125 0.11593 1.38315 0.117 0.003 -0.643 0.675
O -2.45307 -0.00339 2.19546 -0.287 0.012 -0.057 -0.271
O -0.09479 0.64223 2.02435 0.069 -0.329 0.034 -0.314
N -1.69841 1.01412 0.03626 0.202 -0.816 0.544 -0.117
H -0.88128 1.19432 -0.53432 0.214 -0.156 -0.092 0.071
C -2.50041 2.19897 0.27759 -0.376 0.301 0.375 -0.212
H -2.86575 2.55509 -0.68922 0.014 -0.087 0.105 0.129
H -3.34317 1.86861 0.88752 -0.085 0.214 -0.145 0.113
C -1.74256 3.32851 0.99563 -0.021 -0.035 -0.314 -0.078
C -0.49208 3.64580 0.18716 -0.207 0.042 0.639 -0.512
O -0.50382 4.37735 -0.78385 -0.149 0.173 -0.457 0.055
N 0.60690 2.99597 0.62144 0.371 0.044 0.186 0.104
H 0.50798 2.29663 1.35230 -0.126 0.169 -0.103 0.096
C 1.81882 2.88588 -0.17859 0.058 0.185 -0.013 -0.304
C 1.77911 1.52503 -0.84597 0.034 0.035 -0.093 -0.178
C 2.45888 0.41984 -0.35457 0.036 0.113 -0.064 -0.029
C 2.30876 -0.81970 -0.95349 0.066 -0.070 -0.068 -0.085
C 1.46415 -0.97839 -2.03728 0.048 -0.099 -0.037 -0.090
C 0.77464 0.11599 -2.53104 -0.043 0.002 -0.045 -0.073
C 0.93484 1.35766 -1.94183 0.124 0.030 -0.097 -0.054
H 0.40925 2.21620 -2.33713 -0.069 0.135 -0.032 0.121
H 0.11605 0.00394 -3.37938 -0.065 -0.010 -0.090 0.108
H 1.34425 -1.94746 -2.49803 -0.009 -0.097 -0.036 0.105
H 2.85730 -1.66675 -0.56866 0.030 -0.081 0.040 0.105
H 3.11428 0.51795 0.49549 0.094 0.034 0.127 0.109
C 3.03949 3.13408 0.69819 -0.195 0.024 -0.229 -0.041
H 3.01871 2.48701 1.57169 0.087 -0.073 0.115 0.076
H 3.95167 2.95258 0.13562 0.132 -0.034 0.007 0.086
H 3.03751 4.16601 1.03970 -0.004 0.054 0.049 0.083
H 1.74838 3.66466 -0.94740 0.022 -0.190 0.137 0.148
H -2.38102 4.21081 1.03694 0.085 0.011 0.021 0.124
H -1.48374 3.01054 2.00534 -0.026 0.055 0.049 0.113
H 0.79598 -1.74327 1.91945 0.156 0.001 0.076 0.120
H 1.40038 -3.91566 0.91603 0.079 -0.059 0.017 0.109
H 2.07967 -5.29671 -0.87254 -0.033 -0.006 0.016 0.095
H 1.00875 -6.15196 0.27530 0.005 0.030 -0.030 0.098
```
Positions in Å, forces in eV/Å.

---

[2]
Entry from OMol25: C18H22N2O5S in the gas phase (ωB97M-V/def2-TZVPD).

E: -1582.99434 Eh
HOMO energy: -8.5 eV
LUMO: 0.6 eV
strongest force on any atom: 0.0172 hartree/bohr
SMILES: COc1cc(NC(=O)CN(C)S(=O)(=O)c2ccc(C)cc2)cc(OC)c1
Kohn-Sham gap: 9.10 eV

Geometry as XYZ:
```
48
Properties=species:S:1:pos:R:3:forces:R:3:lowdin_charge:R:1
C -1.79324 2.99996 3.92147 0.046 0.082 0.212 -0.086
H -1.25692 2.27086 4.53663 -0.006 0.029 -0.025 0.096
O -2.06261 2.49240 2.63592 0.032 -0.125 -0.334 -0.079
C -1.01283 2.17135 1.83350 0.148 -0.096 -0.212 -0.273
C -1.34775 1.70184 0.56381 -0.040 0.024 0.017 0.040
C -0.35187 1.34710 -0.33176 -0.002 0.194 0.397 -0.211
C 0.98921 1.45536 0.01990 0.513 0.025 -0.016 0.038
C 1.31675 1.91575 1.28592 -0.356 0.000 -0.085 -0.278
C 0.31987 2.27503 2.19555 0.042 0.085 0.266 0.046
H 0.63101 2.62960 3.16356 -0.001 0.054 0.139 0.116
O 2.59028 2.04349 1.74539 -0.320 0.066 0.153 -0.084
C 3.65118 1.70730 0.87936 0.174 -0.035 -0.128 -0.071
H 3.66001 2.34615 -0.00806 -0.012 -0.034 0.011 0.101
H 3.59674 0.66003 0.56955 -0.001 0.011 -0.012 0.086
H 4.56088 1.87224 1.45456 -0.036 -0.035 -0.083 0.096
H 1.73842 1.17177 -0.69530 0.073 -0.010 -0.013 0.095
N -0.75227 0.86952 -1.58589 -0.443 0.186 0.120 0.154
C 0.00006 0.29510 -2.56261 -0.077 0.154 -0.379 -0.450
O 1.20998 0.26096 -2.57450 0.136 0.025 -0.120 0.084
C -0.84518 -0.34559 -3.67007 0.546 -0.066 -0.248 -0.106
N -1.72091 -1.38944 -3.19785 0.398 -0.785 0.090 -0.281
S -0.97482 -2.80062 -2.69681 -0.333 0.049 0.011 0.680
O -0.00324 -3.13948 -3.69015 0.277 0.296 0.125 -0.267
O -2.02955 -3.72892 -2.41012 -0.049 0.226 0.239 -0.280
C -0.13692 -2.38311 -1.17159 -0.166 -0.295 -0.636 -0.277
C -0.88500 -2.12016 -0.03962 -0.145 0.013 0.182 -0.053
C -0.23968 -1.79339 1.13871 -0.041 -0.033 -0.130 -0.028
C 1.15053 -1.74400 1.19677 0.045 -0.109 -0.086 -0.263
C 1.88023 -2.01326 0.04415 -0.121 -0.048 0.070 -0.027
C 1.24160 -2.32867 -1.14228 0.094 -0.072 -0.118 -0.051
H 1.78993 -2.53684 -2.04648 0.128 0.009 -0.069 0.118
H 2.95964 -1.98425 0.07465 0.116 0.000 0.012 0.115
C 1.83856 -1.40985 2.48354 -0.014 0.062 -0.018 -0.028
H 1.34221 -1.89617 3.32039 0.012 -0.031 0.093 0.084
H 1.80557 -0.33508 2.65729 0.036 0.084 0.067 0.070
H 2.87969 -1.72147 2.46124 0.083 -0.014 0.048 0.082
H -0.81680 -1.58298 2.02690 -0.080 0.010 0.098 0.120
H -1.95979 -2.19919 -0.08563 -0.165 0.009 0.088 0.114
C -3.04733 -1.10538 -2.72171 -0.364 -0.215 0.217 -0.094
H -3.55759 -2.06432 -2.65306 -0.222 0.192 0.056 0.084
H -3.07519 -0.63132 -1.73182 -0.054 0.013 -0.012 0.073
H -3.57095 -0.47360 -3.44139 0.057 -0.004 -0.005 0.098
H -0.15279 -0.81219 -4.37546 0.002 0.336 0.042 0.126
H -1.43321 0.41531 -4.19211 -0.010 -0.088 0.047 0.138
H -1.75167 0.88123 -1.72882 0.183 -0.064 -0.026 0.121
H -2.39205 1.62631 0.30427 -0.168 -0.032 -0.059 0.122
H -1.21651 3.92852 3.87258 -0.009 -0.040 0.002 0.097
H -2.76569 3.20209 4.36749 0.095 -0.001 0.011 0.093
```
Positions in Å, forces in eV/Å.

---

[3]
Entry from OMol25: C18H22N2S in the gas phase (ωB97M-V/def2-TZVPD).

E: -1206.83553 Eh
HOMO energy: -8.1 eV
LUMO: 0.7 eV
strongest force on any atom: 0.0135 hartree/bohr
SMILES: Cc1cccc(NC(=S)N[C@@H](C)CCc2ccccc2)c1
Kohn-Sham gap: 8.78 eV

Geometry as XYZ:
```
43
Properties=species:S:1:pos:R:3:forces:R:3:lowdin_charge:R:1
C 0.97879 3.27198 0.15025 -0.012 -0.010 -0.007 -0.049
C 2.18379 2.40190 -0.04437 0.147 0.024 0.059 -0.271
C 3.46873 2.90735 0.09517 -0.078 0.035 0.001 -0.055
C 4.56745 2.09382 -0.12808 0.009 -0.029 -0.062 -0.076
C 4.39974 0.76638 -0.46640 -0.060 -0.074 0.015 -0.027
C 3.11583 0.23369 -0.58246 -0.031 0.426 0.206 -0.237
C 2.01715 1.06663 -0.38843 0.094 -0.043 -0.053 0.002
H 1.01819 0.68847 -0.54721 -0.102 -0.057 -0.024 0.104
N 2.98187 -1.10852 -0.94386 0.248 -0.018 -0.101 0.041
C 2.00753 -2.00760 -0.62402 -0.045 -0.087 0.129 -0.863
N 1.15075 -1.68560 0.35884 0.388 0.357 -0.115 0.020
H 1.35242 -0.86644 0.91494 -0.002 0.003 -0.063 0.138
C 0.05406 -2.51416 0.80688 -0.428 -0.200 0.336 -0.415
C 0.34056 -3.05081 2.20799 0.041 -0.014 -0.329 -0.043
H -0.45591 -3.71833 2.52353 -0.104 -0.061 0.087 0.079
H 1.27647 -3.60411 2.21025 0.083 -0.053 0.031 0.080
H 0.41361 -2.23334 2.92343 0.000 0.085 0.118 0.079
C -1.23997 -1.69562 0.77136 0.297 -0.193 -0.365 -0.144
H -2.04468 -2.27593 1.22401 -0.044 0.019 0.093 0.123
C -1.63578 -1.30805 -0.65877 -0.052 0.046 0.301 -0.147
C -2.78515 -0.34247 -0.63876 0.046 -0.062 -0.138 -0.240
C -4.09665 -0.79922 -0.63341 0.036 0.019 -0.008 -0.044
C -5.15376 0.09113 -0.57167 -0.106 -0.004 0.023 -0.086
C -4.91291 1.45311 -0.51074 -0.096 0.070 0.006 -0.098
C -3.60953 1.91921 -0.51377 0.003 0.101 0.032 -0.085
C -2.55517 1.02597 -0.57609 -0.020 -0.026 -0.013 -0.045
H -1.53958 1.39669 -0.58337 0.141 0.031 -0.010 0.093
H -3.41417 2.98107 -0.46883 0.012 0.081 -0.003 0.101
H -5.73769 2.14877 -0.46359 -0.064 0.051 -0.002 0.099
H -6.16892 -0.27839 -0.57238 -0.080 -0.027 -0.003 0.101
H -4.28941 -1.86144 -0.68394 -0.015 -0.125 -0.017 0.113
H -1.90618 -2.20925 -1.21129 0.048 -0.004 -0.059 0.124
H -0.77868 -0.85396 -1.16053 0.000 -0.046 -0.051 0.106
H -1.10728 -0.78981 1.37044 -0.050 0.039 0.091 0.123
H -0.01260 -3.34828 0.10102 0.015 0.171 0.127 0.087
S 1.96975 -3.44777 -1.43768 0.033 -0.582 -0.374 0.629
H 3.71444 -1.49363 -1.52452 -0.246 -0.043 0.057 0.119
H 5.25597 0.13222 -0.64249 0.090 -0.085 0.023 0.112
H 5.56390 2.49919 -0.03560 0.090 0.023 0.007 0.105
H 3.61181 3.94324 0.36367 -0.003 0.112 0.034 0.107
H 0.33156 2.86491 0.92669 -0.072 0.025 0.038 0.081
H 0.40052 3.32746 -0.77161 -0.079 0.049 -0.032 0.083
H 1.26914 4.27952 0.43541 -0.034 0.076 0.019 0.075
```
Positions in Å, forces in eV/Å.

---

Which of these has the highest strongest force on any atom? C18H22N2O4S